(1)
Formula: C4H7NO2
Source: the Open Molecules 2025 dataset
Level of theory: wB97M-V/def2-TZVPD

CARTESIAN COORDINATES (ANGSTROEM)
N: -2.41 0.35 -0.07
C: -1.36 -0.62 0.04
C: 0.01 -0.13 0.00
C: 0.59 1.07 0.03
O: 1.96 1.00 -0.09
C: 2.20 -0.42 -0.01
O: 1.00 -1.10 -0.06
H: -2.33 0.94 0.73
H: -2.31 0.88 -0.93
H: -1.53 -1.33 0.85
H: -1.42 -1.31 -0.85
H: 0.14 2.09 0.18
H: 2.68 -0.65 1.01
H: 2.79 -0.78 -0.84

## Properties
Energy above the lowest of the compared OMol25 structures with the same formula, charge and spin = 57.76 kcal/mol
F_max = 2.6 eV/A
LUMO level = 0.928 eV
Molar mass = 101.10 g/mol
HOMO = -7.973 eV
HOMO-LUMO gap = 8.9 eV
SMILES = NCC1=COCO1
Energy = -9844.7752 eV



(2)
Formula: C4H7NO2
Source: the Open Molecules 2025 dataset
Level of theory: wB97M-V/def2-TZVPD

CARTESIAN COORDINATES (ANGSTROEM)
H: -0.80 2.07 -0.25
N: -0.16 1.32 -0.05
C: -0.73 0.20 0.05
C: -2.20 -0.13 -0.07
O: 0.00 -0.91 0.32
C: 1.37 -0.64 0.60
C: 2.12 -0.03 -0.57
O: 3.16 0.56 -0.44
H: -2.38 -1.19 0.15
H: -2.78 0.49 0.62
H: -2.57 0.09 -1.08
H: 1.48 0.03 1.47
H: 1.80 -1.62 0.83
H: 1.68 -0.25 -1.57

## Properties
Energy above the lowest of the compared OMol25 structures with the same formula, charge and spin = 32.15 kcal/mol
F_max = 0.5 eV/A
LUMO level = 0.817 eV
Molar mass = 101.10 g/mol
HOMO = -9.671 eV
HOMO-LUMO gap = 10.5 eV
SMILES = [H]/N=C(\C)OCC=O
Energy = -9845.8855 eV



(3)
Formula: C4H7NO2
Source: the Open Molecules 2025 dataset
Level of theory: wB97M-V/def2-TZVPD

CARTESIAN COORDINATES (ANGSTROEM)
C: 0.41 0.96 1.66
C: -0.17 0.41 0.37
C: 0.86 0.14 -0.69
N: 0.77 -0.97 -1.31
C: -2.08 -0.71 -1.67
O: -2.64 -1.68 -1.85
O: -0.89 -0.77 0.60
H: 1.11 0.24 2.08
H: -0.41 1.11 2.38
H: 0.92 1.91 1.50
H: -0.86 1.15 -0.08
H: -0.33 -1.47 0.21
H: 1.57 0.92 -0.97
H: 1.42 -1.01 -2.09

## Properties
Energy above the lowest of the compared OMol25 structures with the same formula, charge and spin = 39.73 kcal/mol
F_max = 1.8 eV/A
LUMO level = 0.907 eV
Molar mass = 101.10 g/mol
HOMO = -10.295 eV
HOMO-LUMO gap = 11.2 eV
Energy = -9845.5570 eV



(4)
Formula: C4H7NO2
Source: the Open Molecules 2025 dataset
Level of theory: wB97M-V/def2-TZVPD

CARTESIAN COORDINATES (ANGSTROEM)
C: -1.06 -0.61 2.35
C: -0.52 -0.86 1.21
N: -0.07 -1.37 0.19
O: 1.11 -1.00 -0.42
C: 1.74 0.20 -0.19
H: -1.90 -0.02 2.45
H: -0.49 -0.90 3.27
H: 1.03 1.04 -0.25
H: 2.38 0.17 -1.03
H: 2.38 0.28 0.80
C: -1.15 0.78 -2.08
O: -0.90 1.68 -1.33
H: -1.24 -0.25 -1.84
H: -1.32 0.85 -3.12

## Properties
Energy above the lowest of the compared OMol25 structures with the same formula, charge and spin = 137.41 kcal/mol
F_max = 3.2 eV/A
LUMO level = 0.784 eV
Molar mass = 101.10 g/mol
HOMO = -9.504 eV
HOMO-LUMO gap = 10.3 eV
SMILES = C=C=NOC.C=O
Energy = -9841.3210 eV



(5)
Formula: C4H7NO2
Source: the Open Molecules 2025 dataset
Level of theory: wB97M-V/def2-TZVPD

CARTESIAN COORDINATES (ANGSTROEM)
O: -1.10 2.02 -0.53
C: -1.62 0.88 -0.95
C: -0.90 -0.45 -1.07
C: 0.54 -0.03 -0.57
N: 0.52 -0.02 0.95
C: 1.57 -0.48 1.68
O: 1.69 -0.37 2.97
H: -2.70 0.88 -1.22
H: -1.16 -0.94 -1.95
H: -1.23 -1.17 -0.26
H: 0.64 0.93 -1.06
H: 1.31 -0.76 -0.69
H: 0.16 0.73 1.52
H: 2.28 -1.21 1.18

## Properties
Energy above the lowest of the compared OMol25 structures with the same formula, charge and spin = 60.18 kcal/mol
F_max = 6.7 eV/A
LUMO level = 0.116 eV
Molar mass = 101.10 g/mol
HOMO = -9.824 eV
HOMO-LUMO gap = 9.9 eV
SMILES = O=CCCNC=O
Energy = -9844.6701 eV



(6)
Formula: C4H7NO2
Source: the Open Molecules 2025 dataset
Level of theory: wB97M-V/def2-TZVPD

CARTESIAN COORDINATES (ANGSTROEM)
C: 1.05 -1.01 -1.47
C: 0.10 1.91 1.32
C: -1.05 1.61 0.44
C: 0.41 -2.32 -1.49
N: -0.25 0.51 0.99
O: 0.79 -0.12 -0.74
O: -0.59 -0.39 1.87
H: 0.97 2.41 0.86
H: 0.19 1.96 2.40
H: -2.07 1.64 0.78
H: -0.76 1.83 -0.50
H: 0.12 -2.68 -2.47
H: 1.32 -2.97 -1.30
H: -0.24 -2.37 -0.70

## Properties
Energy above the lowest of the compared OMol25 structures with the same formula, charge and spin = 180.53 kcal/mol
F_max = 4.7 eV/A
LUMO level (alpha / beta) = 0.255 / 0.154 eV
Molar mass = 101.10 g/mol
HOMO (alpha / beta) = -7.792 / -8.245 eV
HOMO-LUMO gap (alpha / beta) = 8.0 / 8.4 eV
Energy = -9839.4512 eV



(7)
Formula: C4H7NO2
Source: the Open Molecules 2025 dataset
Level of theory: wB97M-V/def2-TZVPD

CARTESIAN COORDINATES (ANGSTROEM)
C: 0.40 -1.10 -1.32
N: 1.20 -1.47 -0.42
C: 2.08 -0.63 0.21
O: 1.78 0.18 1.08
H: 0.37 -0.08 -1.72
H: -0.32 -1.81 -1.72
H: 3.14 -0.80 -0.06
C: -1.22 1.49 -0.02
C: -1.66 0.48 0.74
O: -0.96 -0.25 1.62
H: -1.90 2.00 -0.69
H: -0.19 1.85 0.05
H: -2.70 0.14 0.69
H: -0.02 0.01 1.58

## Properties
Energy above the lowest of the compared OMol25 structures with the same formula, charge and spin = 55.60 kcal/mol
F_max = 0.5 eV/A
LUMO level = 0.478 eV
Molar mass = 101.10 g/mol
HOMO = -8.843 eV
HOMO-LUMO gap = 9.3 eV
SMILES = C=NC=O.C=CO
Energy = -9844.8688 eV



(8)
Formula: C4H7NO2
Source: the Open Molecules 2025 dataset
Level of theory: wB97M-V/def2-TZVPD

CARTESIAN COORDINATES (ANGSTROEM)
C: 0.07 1.42 0.94
C: 0.01 0.47 -0.29
C: 1.38 0.08 -0.87
O: 2.03 0.79 -1.61
C: -0.84 -0.71 0.19
N: -0.73 -1.93 -0.42
O: -1.58 -0.57 1.14
H: 0.73 1.02 1.72
H: 0.39 2.41 0.62
H: -0.90 1.52 1.44
H: -0.49 1.01 -1.11
H: 1.77 -0.93 -0.63
H: -0.41 -2.09 -1.36
H: -1.37 -2.61 -0.02

## Properties
Energy above the lowest of the compared OMol25 structures with the same formula, charge and spin = 17.90 kcal/mol
F_max = 0.8 eV/A
LUMO level = 0.681 eV
Molar mass = 101.10 g/mol
HOMO = -10.020 eV
HOMO-LUMO gap = 10.7 eV
SMILES = C[C@@H](C=O)C(N)=O
Energy = -9846.5034 eV



(9)
Formula: C4H7NO2
Source: the Open Molecules 2025 dataset
Level of theory: wB97M-V/def2-TZVPD

CARTESIAN COORDINATES (ANGSTROEM)
O: 0.05 -0.89 -2.22
C: 0.20 0.22 -1.40
C: -0.94 0.60 -0.47
N: -0.12 0.25 0.68
C: 1.04 -0.31 0.04
C: -0.49 0.02 1.96
O: 0.23 -0.54 2.77
H: 0.66 -1.10 -1.38
H: 0.77 1.03 -1.84
H: -1.22 1.65 -0.51
H: -1.82 -0.04 -0.60
H: 1.98 0.21 0.18
H: 1.20 -1.38 0.35
H: -1.50 0.40 2.18

## Properties
Energy above the lowest of the compared OMol25 structures with the same formula, charge and spin = 90.45 kcal/mol
F_max = 4.3 eV/A
LUMO level = 0.730 eV
Molar mass = 101.10 g/mol
HOMO = -9.812 eV
HOMO-LUMO gap = 10.5 eV
Energy = -9843.3574 eV



(10)
Formula: C4H7NO2
Source: the Open Molecules 2025 dataset
Level of theory: wB97M-V/def2-TZVPD

CARTESIAN COORDINATES (ANGSTROEM)
C: -0.83 0.26 1.94
C: -0.56 0.56 0.55
N: -0.58 1.45 -0.36
C: -0.36 0.05 -0.81
O: -1.39 -0.62 -1.46
C: 1.04 -0.38 -1.15
O: 1.78 -0.30 0.11
H: 0.11 -0.04 2.42
H: -1.24 1.13 2.46
H: -1.52 -0.58 2.02
H: -1.67 -0.10 -2.23
H: 1.02 -1.41 -1.53
H: 1.50 0.31 -1.88
H: 2.72 -0.33 -0.07

## Properties
Energy above the lowest of the compared OMol25 structures with the same formula, charge and spin = 63.91 kcal/mol
F_max = 2.1 eV/A
LUMO level = 0.857 eV
Molar mass = 101.10 g/mol
HOMO = -9.301 eV
HOMO-LUMO gap = 10.2 eV
SMILES = CC1=N[C@@]1(O)CO
Energy = -9844.5084 eV



(11)
Formula: C4H7NO2
Source: the Open Molecules 2025 dataset
Level of theory: wB97M-V/def2-TZVPD

CARTESIAN COORDINATES (ANGSTROEM)
C: 0.07 0.43 1.65
C: -0.11 0.43 0.13
C: 1.19 0.46 -0.63
O: 2.27 0.71 0.04
C: -1.02 -0.70 -0.36
O: -1.75 -1.31 0.40
N: -0.98 -0.92 -1.70
H: 0.62 -0.45 1.97
H: 0.62 1.32 1.97
H: -0.91 0.42 2.13
H: -0.62 1.36 -0.19
H: 2.33 0.53 -1.13
H: -0.21 -0.56 -2.24
H: -1.50 -1.71 -2.05

## Properties
Energy above the lowest of the compared OMol25 structures with the same formula, charge and spin = 90.25 kcal/mol
F_max = 0.5 eV/A
LUMO level = 0.523 eV
Molar mass = 101.10 g/mol
HOMO = -9.133 eV
HOMO-LUMO gap = 9.7 eV
Energy = -9843.3660 eV



(12)
Formula: C4H7NO2
Source: the Open Molecules 2025 dataset
Level of theory: wB97M-V/def2-TZVPD

CARTESIAN COORDINATES (ANGSTROEM)
H: -0.86 -1.58 -1.46
N: -1.01 -0.62 -1.15
C: 0.09 -0.05 -0.91
C: 1.47 -0.64 -1.09
O: 0.07 1.20 -0.31
C: -0.21 1.12 1.10
C: -1.46 0.29 1.33
O: -1.40 -0.90 1.53
H: 1.70 -1.26 -0.21
H: 1.51 -1.29 -1.97
H: 2.23 0.14 -1.19
H: 0.63 0.64 1.63
H: -0.33 2.14 1.49
H: -2.43 0.81 1.22

## Properties
Energy above the lowest of the compared OMol25 structures with the same formula, charge and spin = 49.46 kcal/mol
F_max = 0.7 eV/A
LUMO level = 0.842 eV
Molar mass = 101.10 g/mol
HOMO = -9.822 eV
HOMO-LUMO gap = 10.7 eV
SMILES = [H]/N=C(\C)OCC=O
Energy = -9845.1347 eV



> Among the records above, which one has the highest energy?

number 6



> The highest F_max belongs to which entry?

number 5



> The highest energy above the lowest of the compared OMol25 structures with the same formula, charge and spin belongs to which entry?

number 6